1.
Molecular formula: C3H10N2S
Method: DFT, wB97M-V/def2-TZVPD

The geometry in XYZ format:
```
16
Properties=species:S:1:pos:R:3:forces:R:3
S 0.6593 -0.4089 2.2469 0.9 0.9 -1.0
N -1.3605 -0.5749 -0.2339 -1.0 1.0 -0.4
N -0.3699 0.0407 -2.8748 0.5 0.3 -0.5
C 0.5185 0.7697 0.7806 -0.8 -1.0 0.4
C 0.1617 0.7964 -1.7480 -0.6 -0.2 0.6
C -0.0526 -0.0101 -0.4466 1.4 0.2 0.8
H -0.2287 1.8279 -1.7608 -0.5 -0.4 0.3
H -0.2108 1.5184 1.1004 0.2 0.1 -0.1
H -1.9927 0.1106 0.1608 -0.2 0.3 -0.2
H 0.3092 -0.5850 -3.2961 -0.1 0.1 0.2
H -1.4276 -1.3502 0.3985 0.7 -0.4 0.1
H -0.6186 -0.2479 2.4354 -1.0 -0.2 0.6
H -1.1606 -0.5125 -2.5618 0.1 0.1 0.1
H 1.4665 1.2781 0.6217 0.1 -0.2 -0.1
H 0.5872 -0.8832 -0.5911 0.2 0.0 0.0
H 1.2372 0.9814 -1.7146 0.1 -0.4 -0.8
```
Forces are in eV/Å.

Summary:
gap between HOMO and LUMO: 9.693 eV
SMILES: NC[C@H](N)CS
LUMO energy: 0.8 eV

2.
Molecular formula: C3H10N2S
Method: DFT, wB97M-V/def2-TZVPD

The geometry in XYZ format:
```
16
Properties=species:S:1:pos:R:3:forces:R:3
S -3.0712 0.1072 -0.1725 0.4 2.3 -0.3
N -0.5718 -1.7153 -0.3346 -0.9 0.7 -2.0
N -0.4235 -0.2722 -0.2972 -2.3 -1.1 -0.2
C -1.4331 0.4125 0.6072 1.4 -0.9 -1.7
C 0.9302 0.0016 0.0092 2.9 -0.4 -2.9
C 1.3741 1.4121 -0.3450 -0.6 0.2 0.2
H -0.4818 -2.1013 0.5794 -0.4 -0.6 0.6
H -1.3476 -2.1099 -0.9753 1.7 1.4 1.9
H -1.4525 -0.0716 1.5924 0.1 0.3 0.0
H 1.6647 1.6521 -1.3831 -1.3 -0.2 0.2
H -1.0713 1.4732 0.6292 -1.1 -0.9 0.3
H 0.6120 1.9570 0.1778 -0.6 1.5 -0.9
H 1.1532 -0.1546 1.0403 0.5 -0.6 1.0
H 1.5479 -0.6380 -0.7285 -0.9 0.3 1.8
H -3.0351 1.3180 -0.9069 -0.2 -1.5 0.7
H 2.2181 1.7739 0.1746 1.4 -0.4 1.0
```
Forces are in eV/Å.

Summary:
gap between HOMO and LUMO: 9.769 eV
SMILES: CCN(N)CS
LUMO energy: 1.0 eV

Among the records above, which one has the highest gap between HOMO and LUMO? number 2